Record 1
C4H12N3 | wB97M-V/def2-TZVPD

The geometry in XYZ format:
```
19
Properties=species:S:1:pos:R:3
C -2.609 -0.881 -0.359
C -1.870 0.291 0.336
C -0.890 0.988 -0.582
C 0.313 1.546 -0.174
N 3.133 0.253 0.124
N 1.812 -1.427 0.233
N 2.164 -0.374 -0.270
H -2.649 -0.594 -1.367
H -2.066 -1.768 -0.213
H -3.688 -0.945 0.021
H -2.658 0.892 0.572
H -1.373 -0.065 1.268
H 3.485 1.110 -0.283
H -1.218 0.880 -1.553
H 0.504 1.599 0.850
H 0.999 1.986 -0.723
H 3.517 0.310 1.081
H 0.978 -1.946 -0.140
H 2.116 -1.853 1.181
```

The calculation puts the HOMO energy at -12.8 eV. The LUMO energy is -4.80 eV. The frontier orbital gap is 8.02 eV. Its total charge is +1.

=====

Record 2
C4H12N3 | wB97M-V/def2-TZVPD

The geometry in XYZ format:
```
19
Properties=species:S:1:pos:R:3
C 1.770 1.030 0.223
C 0.609 0.917 -0.764
C -0.435 0.000 -0.201
C -1.647 0.436 0.180
N -2.809 -0.245 0.424
N -0.185 -1.411 -0.422
N 2.222 -0.403 0.431
H 1.483 1.479 1.169
H 2.619 1.579 -0.183
H 0.175 1.873 -1.042
H 1.028 0.489 -1.675
H -1.784 1.513 0.235
H -3.398 0.188 1.119
H -2.786 -1.236 0.552
H -0.277 -1.707 -1.387
H -0.741 -2.026 0.155
H 2.984 -0.601 -0.214
H 2.507 -0.674 1.334
H 1.416 -1.052 0.200
```

The calculation puts the HOMO energy at -11.8 eV. The LUMO energy is -3.04 eV. Its SMILES is N/C=C(\N)CC[NH3+]. The frontier orbital gap is 8.73 eV. Its total charge is +1.

=====

Record 3
C4H12N3 | wB97M-V/def2-TZVPD

The geometry in XYZ format:
```
19
Properties=species:S:1:pos:R:3
C 1.891 0.703 0.254
C 1.364 -0.462 1.142
C -0.151 -0.432 1.003
N -2.698 0.466 0.020
C -1.755 -0.254 -0.765
N -0.565 -0.496 -0.437
N 1.747 0.337 -1.223
H 2.973 0.825 0.512
H 1.298 1.630 0.470
H 1.579 -0.243 2.211
H 1.979 -1.356 0.869
H -0.623 0.476 1.564
H -0.616 -1.378 1.542
H -3.614 0.543 -0.610
H -2.845 0.223 1.034
H -2.152 -0.751 -1.614
H 1.769 1.217 -1.732
H 0.266 -0.338 -1.125
H 2.500 -0.323 -1.437
```

The calculation puts the HOMO energy at -14.0 eV. The LUMO energy is -3.71 eV. Its SMILES is N/C=[NH+]\CCCN. The frontier orbital gap is 10.33 eV. Its total charge is +1.

=====

Record 4
C4H12N3 | wB97M-V/def2-TZVPD

The geometry in XYZ format:
```
19
Properties=species:S:1:pos:R:3
C 1.674 -0.255 -0.173
C -1.223 1.416 -0.127
C 0.383 -0.286 1.698
C -0.813 -0.021 -0.512
N 1.986 -0.098 -1.459
N -1.737 -0.982 -0.054
N 0.455 -0.301 0.264
H 2.585 -0.211 0.431
H -0.690 1.712 0.736
H -1.105 2.161 -0.878
H -2.268 1.542 0.150
H 0.478 0.703 2.299
H 1.254 -1.055 2.016
H -0.511 -0.826 1.882
H -0.443 -0.279 -1.556
H 2.832 -0.452 -1.831
H 1.275 -0.162 -2.178
H -1.426 -1.859 -0.365
H -2.707 -0.748 -0.341
```

Its spin multiplicity is 3. The calculation puts the HOMO energy (alpha / beta) at -10.3 / -14.3 eV. The LUMO energy (alpha / beta) is -2.86 / -7.96 eV. The frontier orbital gap (alpha / beta) is 7.42 / 6.37 eV. Its total charge is +1.

=====

Record 5
C4H12N3O | wB97M-V/def2-TZVPD

The geometry in XYZ format:
```
20
Properties=species:S:1:pos:R:3
C -2.411 0.187 0.341
C 0.903 1.599 1.038
C 1.215 -0.023 -2.216
C 0.256 0.911 -0.154
N -3.414 -0.416 0.600
N -1.203 0.317 0.246
N 0.258 -1.822 1.001
O 1.061 -0.022 -0.754
H 0.143 2.016 1.629
H 1.735 2.248 0.877
H 1.249 0.706 1.675
H 2.010 -0.693 -2.493
H 1.238 1.133 -2.397
H 0.196 -0.444 -2.692
H -0.018 1.713 -0.922
H -4.414 -0.310 0.353
H 0.796 -1.117 0.411
H 0.878 -2.190 1.776
H 0.053 -2.467 0.288
H -0.531 -1.327 1.394
```

The calculation puts the HOMO energy at -13.0 eV. The LUMO energy is -3.30 eV. The frontier orbital gap is 9.66 eV. Its total charge is +1.

=====

Record 6
C4H12N3O | wB97M-V/def2-TZVPD

The geometry in XYZ format:
```
20
Properties=species:S:1:pos:R:3
O -2.728 -1.283 0.109
C -2.405 -0.377 -0.601
C -1.370 -0.542 -1.686
N -0.553 -1.742 -1.409
H -2.862 0.622 -0.508
H -1.863 -0.621 -2.656
H -0.706 0.326 -1.725
H -0.232 -2.167 -2.276
H 0.386 -1.428 -0.728
H -1.122 -2.430 -0.907
C 1.133 2.218 1.902
N 0.810 1.076 1.051
C 1.657 0.092 0.806
N 1.456 -0.972 0.090
H 0.481 2.242 2.775
H 2.164 2.142 2.234
H 0.981 3.153 1.365
H -0.151 1.015 0.779
H 2.636 0.227 1.261
H 2.287 -1.548 0.125
```

The calculation puts the HOMO energy at -13.6 eV. The LUMO energy is -3.11 eV. The frontier orbital gap is 10.48 eV. Its total charge is +1.

=====

Record 7
C4H12N4 | wB97M-V/def2-TZVPD

The geometry in XYZ format:
```
20
Properties=species:S:1:pos:R:3
C 1.701 1.142 0.461
C -0.411 -2.125 0.221
C 0.114 -0.762 -0.132
C 0.865 -0.024 0.919
N 0.322 -0.390 -1.390
N 0.713 -0.404 2.124
H -0.006 -1.071 -2.070
H 1.167 0.216 2.792
H 2.487 0.787 -0.207
H 1.102 1.855 -0.108
H -1.156 -2.457 -0.505
H -0.827 -2.117 1.226
H 0.409 -2.846 0.216
H 2.147 1.657 1.311
N -1.447 1.502 -1.463
N -1.853 1.177 -0.191
H -2.140 1.090 -2.097
H -0.375 0.724 -1.674
H -1.397 1.828 0.451
H -1.415 0.216 0.117
```

The calculation puts the HOMO energy (alpha / beta) at -8.5 / -8.5 eV. The LUMO energy (alpha / beta) is -0.12 / -0.12 eV. The frontier orbital gap (alpha / beta) is 8.36 / 8.36 eV.

=====

Record 8
C4H12N4 | wB97M-V/def2-TZVPD

The geometry in XYZ format:
```
20
Properties=species:S:1:pos:R:3
C -0.601 -0.113 -2.147
N 0.485 0.599 -1.463
N 0.635 1.860 -2.055
C 1.102 1.370 0.693
N 0.267 0.670 0.012
H 1.109 1.805 -2.952
H -0.208 2.426 -1.957
H -1.562 0.405 -2.032
H -0.693 -1.126 -1.744
H -0.409 -0.194 -3.224
H 1.142 1.341 1.791
H 1.872 2.038 0.276
C -1.284 -1.180 2.139
C 0.043 -1.377 1.466
N 1.113 -1.553 2.204
H 1.917 -1.734 1.593
H -0.007 -1.877 0.480
H -2.079 -1.534 1.478
H -1.389 -1.706 3.091
H -1.451 -0.120 2.352
```

The calculation puts the HOMO energy at -8.8 eV. The LUMO energy is 0.86 eV. Its SMILES is [H]/N=C/C.C=NN(C)N. The frontier orbital gap is 9.68 eV.

=====

Record 9
C4H12N4 | wB97M-V/def2-TZVPD

The geometry in XYZ format:
```
20
Properties=species:S:1:pos:R:3
C 0.620 -0.565 -1.184
C -0.999 -0.311 -1.273
C 1.916 -0.072 0.705
C -1.739 -0.470 1.148
N 0.983 0.462 -0.196
N -1.293 0.372 0.052
N -0.149 1.107 0.410
N -0.387 2.350 -0.276
H 0.750 -1.592 -0.870
H 1.281 -0.399 -2.014
H -1.152 0.409 -2.086
H -1.580 -1.215 -1.429
H 2.018 0.633 1.631
H 1.593 -1.076 1.200
H 2.831 -0.416 0.316
H -1.940 0.284 2.008
H -2.865 -0.750 1.117
H -1.086 -1.348 1.352
H -0.229 2.141 -1.245
H 0.403 2.930 0.002
```

The calculation puts the HOMO energy at -8.3 eV. The LUMO energy is 1.02 eV. Its SMILES is CN1CCN(C)N1N. The frontier orbital gap is 9.35 eV.

=====

Record 10
C4H12N4 | wB97M-V/def2-TZVPD

The geometry in XYZ format:
```
20
Properties=species:S:1:pos:R:3
C -2.717 0.666 0.312
C 0.272 0.112 -0.103
C 1.456 -1.956 0.051
C 1.585 2.081 0.056
H -2.166 1.722 0.524
H -3.010 0.051 1.274
H -3.610 0.942 -0.594
H -2.676 -1.093 -0.866
H -1.293 -1.516 0.697
H 2.508 0.243 -1.054
H 1.780 -2.333 -1.158
H 2.229 -2.608 0.991
H 0.449 -2.399 0.579
H 1.763 1.788 1.180
H 2.483 1.546 -0.565
H 1.943 3.049 -0.368
N -1.992 -0.298 -0.572
N -0.910 -0.879 -0.127
N 1.585 -0.450 -0.006
N 0.322 1.333 -0.251
```

The calculation puts the HOMO energy at -8.4 eV. The LUMO energy is -0.10 eV. The frontier orbital gap is 8.25 eV.

=====

Record order is preserved below.
Relative energy (zero: lowest compared OMol25 entry of this formula, charge and spin): 129.5, 30.4, 49.7, 34.0, 89.4, 26.2, 72.7, 94.0, 101.8, 245.9 kcal/mol
Record order is preserved below.
Largest force on an atom: 6.9, 1.9, 4.0, 8.1, 4.7, 0.6, 2.5, 4.3, 5.2, 5.7 eV Å⁻¹
Record order is preserved below.
E: -8802.1182, -8806.4169, -8805.5796, -8801.1505, -10851.2150, -10853.9551, -10300.1172, -10299.1972, -10298.8551, -10292.6105 eV